# 1
The following is a quantum chemistry calculation of a gas-phase ion, C4H11N2O (charge +1) in a non-equilibrium geometry, from the Open Molecules 2025 dataset.

Values from the calculation:
energy above the lowest of the compared OMol25 structures with the same formula, charge and spin: 261.20 kJ/mol
structure (SMILES): NCC[C@@H]([NH3+])C=O
E_LUMO: -3.6 eV
total charge: +1
maximum force: 4.24 eV Å⁻¹
gap between HOMO and LUMO: 9.43 eV
highest occupied orbital energy: -0.4790 Eh

Each line ends with the natural charge from an NBO analysis.
Atoms and positions in Å:
1 N -0.95 -1.05 2.09  -0.90
2 C 0.39 -1.23 1.55  -0.24
3 C 0.79 0.09 0.88  -0.44
4 C -0.24 0.43 -0.22  -0.19
5 N -0.15 1.82 -0.70  -0.69
6 C 0.11 -0.43 -1.53  0.44
7 O 0.17 0.23 -2.52  -0.50
8 H -1.08 -0.74 3.03  0.39
9 H -1.76 -1.59 1.84  0.39
10 H 1.07 -1.66 2.29  0.24
11 H 0.38 -2.11 0.88  0.21
12 H 1.05 0.87 1.62  0.24
13 H 1.69 -0.15 0.27  0.22
14 H -1.24 0.06 0.13  0.28
15 H -0.32 2.35 0.19  0.45
16 H 0.71 1.98 -1.20  0.46
17 H -1.00 2.09 -1.34  0.47
18 H 0.18 -1.50 -1.36  0.17



# 2
The following is a quantum chemistry calculation of a gas-phase ion, C4H11N2O (charge +1) in a non-equilibrium geometry, from the Open Molecules 2025 dataset.

Values from the calculation:
energy above the lowest of the compared OMol25 structures with the same formula, charge and spin: 149.02 kJ/mol
structure (SMILES): C[C@@H](O)CC(N)=[NH2+]
E_LUMO: -3.5 eV
total charge: +1
maximum force: 3.41 eV Å⁻¹
gap between HOMO and LUMO: 11.46 eV
highest occupied orbital energy: -0.5489 Eh

Each line ends with the natural charge from an NBO analysis.
Atoms and positions in Å:
1 C -2.33 0.53 -0.32  -0.65
2 C -1.10 0.11 0.42  0.13
3 O -0.82 -1.33 0.39  -0.77
4 C 0.14 0.78 -0.33  -0.52
5 C 1.37 -0.02 -0.05  0.61
6 N 2.44 0.58 0.48  -0.73
7 N 1.58 -1.28 -0.45  -0.76
8 H -2.52 0.08 -1.26  0.24
9 H -3.23 0.13 0.23  0.23
10 H -2.27 1.62 -0.48  0.23
11 H -1.17 0.38 1.48  0.20
12 H -1.45 -1.81 0.90  0.50
13 H 0.31 1.88 -0.32  0.27
14 H -0.02 0.54 -1.36  0.26
15 H 2.62 1.39 1.03  0.44
16 H 3.18 -0.12 0.69  0.39
17 H 0.68 -1.93 -0.56  0.50
18 H 2.58 -1.53 -0.50  0.42



# 3
The following is a quantum chemistry calculation of 2 unconnected molecules or ions with the total composition C4H11N2O, from the Open Molecules 2025 dataset.

Values from the calculation:
energy above the lowest of the compared OMol25 structures with the same formula, charge and spin: 245.53 kJ/mol
E_LUMO: -5.6 eV
total charge: +1
maximum force: 0.79 eV Å⁻¹
gap between HOMO and LUMO: 7.01 eV
highest occupied orbital energy: -0.4635 Eh

Each line ends with the natural charge from an NBO analysis.
Atoms and positions in Å:
1 C 1.50 0.28 -0.59  -0.43
2 C 3.54 1.58 -1.00  0.14
3 N 2.92 0.47 -0.97  -0.37
4 H 1.47 -0.08 0.43  0.25
5 H 1.10 -0.44 -1.30  0.26
6 H 1.00 1.24 -0.70  0.23
7 H 3.00 2.49 -0.76  0.23
8 H 4.59 1.58 -1.27  0.24
9 H 3.45 -0.38 -1.16  0.44
10 C -2.72 -0.09 0.20  0.53
11 N -1.43 -0.07 0.63  -0.64
12 C -0.85 -1.18 1.37  -0.44
13 O -3.46 -1.02 0.29  -0.57
14 H -3.03 0.86 -0.27  0.12
15 H -0.94 0.81 0.58  0.38
16 H -1.66 -1.81 1.72  0.26
17 H -0.30 -0.82 2.25  0.20
18 H -0.18 -1.78 0.76  0.18



# 4
The following is a quantum chemistry calculation of a molecular structure, C4H11N2O in a non-equilibrium geometry, from the Open Molecules 2025 dataset.

Values from the calculation:
energy above the lowest of the compared OMol25 structures with the same formula, charge and spin: 829.63 kJ/mol
E_LUMO: -7.4 eV
total charge: +1
maximum force: 6.20 eV Å⁻¹
gap between HOMO and LUMO: 6.34 eV
highest occupied orbital energy: -0.5059 Eh

Each line ends with the natural charge from an NBO analysis.
Atoms and positions in Å:
1 N -0.52 -0.33 1.12  -0.83
2 C 0.44 -0.44 0.08  -0.20
3 C 1.11 0.81 -0.32  0.27
4 C 1.06 2.04 0.51  -0.22
5 O -0.31 2.41 0.79  -0.64
6 C -0.38 -1.31 -1.02  -0.34
7 N -1.64 -1.99 -0.48  -0.80
8 H -0.84 1.84 0.22  0.48
9 H -1.33 -0.95 1.19  0.45
10 H -0.59 0.38 1.84  0.42
11 H 1.29 -1.07 0.44  0.34
12 H 1.48 2.96 0.07  0.26
13 H 1.82 0.79 -1.16  0.25
14 H 1.59 1.93 1.48  0.29
15 H -0.55 -2.28 -0.16  0.42
16 H 0.29 -1.84 -1.71  0.23
17 H -2.08 -2.44 -1.29  0.40
18 H -0.83 -0.53 -1.62  0.23



# 5
The following is a quantum chemistry calculation of 2 unconnected molecules or ions with the total composition C4H11N2O in a non-equilibrium geometry, from the Open Molecules 2025 dataset.

Values from the calculation:
energy above the lowest of the compared OMol25 structures with the same formula, charge and spin: 279.40 kJ/mol
E_LUMO (spin up / spin down): -3.0 / -7.5 eV
total charge: +1
spin multiplicity: 3
maximum force: 7.10 eV Å⁻¹
gap between HOMO and LUMO (spin up / spin down): 7.14 / 8.10 eV
highest occupied orbital energy (spin up / spin down): -0.3727 / -0.5713 Eh

Each line ends with the natural charge from an NBO analysis.
Atoms and positions in Å:
1 C 3.05 -0.10 -0.79  -0.36
2 C -1.67 -0.29 0.30  -0.07
3 C -0.24 -0.18 0.66  0.29
4 C -2.72 0.78 0.05  -0.61
5 N 2.65 0.11 0.37  -0.47
6 N -0.72 -0.62 -0.72  -0.55
7 O 0.48 -0.92 1.46  -0.64
8 H 2.27 -0.47 -1.38  0.19
9 H 4.03 0.34 -1.20  0.29
10 H -2.06 -1.10 0.80  0.24
11 H 0.12 0.82 0.58  0.17
12 H -2.22 1.68 -0.22  0.22
13 H -3.19 0.83 0.97  0.25
14 H -3.53 0.49 -0.68  0.26
15 H 3.26 0.71 0.89  0.41
16 H -0.57 0.16 -1.31  0.43
17 H -0.43 -1.50 -0.99  0.44
18 H 1.48 -0.74 1.19  0.51



# 6
The following is a quantum chemistry calculation of a gas-phase ion, C4H11N2O (charge +2) in a non-equilibrium geometry, from the Open Molecules 2025 dataset.

Values from the calculation:
energy above the lowest of the compared OMol25 structures with the same formula, charge and spin: 192.19 kJ/mol
E_LUMO (spin up / spin down): -8.2 / -12.9 eV
total charge: +2
spin multiplicity: 2
maximum force: 6.62 eV Å⁻¹
gap between HOMO and LUMO (spin up / spin down): 11.41 / 6.62 eV
highest occupied orbital energy (spin up / spin down): -0.7192 / -0.7178 Eh

Each line ends with the natural charge from an NBO analysis.
Atoms and positions in Å:
1 N -0.40 -0.28 -2.00  -0.71
2 C -1.37 -0.79 -0.83  -0.25
3 C -1.04 -0.05 0.41  -0.34
4 N 0.22 -0.63 0.97  -0.07
5 C 1.17 0.29 1.61  -0.40
6 C 1.53 1.39 0.71  0.43
7 O 1.31 1.40 -0.52  -0.54
8 H 0.22 -0.97 -2.39  0.46
9 H 0.34 0.26 -1.53  0.46
10 H -0.97 0.22 -2.65  0.47
11 H -2.38 -0.80 -1.22  0.30
12 H -1.33 -1.89 -0.69  0.27
13 H -1.91 0.01 1.07  0.33
14 H -0.88 1.01 0.19  0.27
15 H 0.10 -1.59 1.39  0.45
16 H 0.93 0.48 2.56  0.31
17 H 2.28 -0.25 1.70  0.34
18 H 2.18 2.19 1.23  0.23



# 7
The following is a quantum chemistry calculation of a gas-phase ion, C4H11N2O (charge +2) in a non-equilibrium geometry, from the Open Molecules 2025 dataset.

Values from the calculation:
energy above the lowest of the compared OMol25 structures with the same formula, charge and spin: 258.87 kJ/mol
E_LUMO (spin up / spin down): -9.2 / -14.3 eV
total charge: +2
spin multiplicity: 2
maximum force: 5.90 eV Å⁻¹
gap between HOMO and LUMO (spin up / spin down): 12.82 / 7.63 eV
highest occupied orbital energy (spin up / spin down): -0.8101 / -0.8076 Eh

Each line ends with the natural charge from an NBO analysis.
Atoms and positions in Å:
1 O -1.93 -0.74 0.12  -0.02
2 C -0.98 -0.65 0.90  0.58
3 N -1.02 -1.10 2.13  -0.63
4 C 0.33 -0.10 0.51  -0.06
5 N -0.24 1.18 -0.25  -0.50
6 C 0.30 1.60 -1.50  -0.46
7 C 0.99 -1.18 -0.47  -0.66
8 H -1.69 -1.86 2.22  0.46
9 H -0.27 -1.03 2.76  0.45
10 H 0.91 0.04 1.34  0.28
11 H -0.27 1.85 0.56  0.46
12 H -1.25 1.06 -0.46  0.45
13 H 0.10 0.87 -2.31  0.26
14 H 1.40 1.68 -1.57  0.27
15 H 0.00 2.57 -1.66  0.27
16 H 1.48 -0.64 -1.28  0.27
17 H 0.30 -1.86 -1.00  0.27
18 H 1.84 -1.70 -0.02  0.30



# 8
The following is a quantum chemistry calculation of 2 unconnected molecules or ions with the total composition C4H11N2O in a non-equilibrium geometry, from the Open Molecules 2025 dataset.

Values from the calculation:
energy above the lowest of the compared OMol25 structures with the same formula, charge and spin: 402.41 kJ/mol
E_LUMO (spin up / spin down): -13.0 / -11.9 eV
total charge: +2
spin multiplicity: 2
maximum force: 2.30 eV Å⁻¹
gap between HOMO and LUMO (spin up / spin down): 5.60 / 7.98 eV
highest occupied orbital energy (spin up / spin down): -0.6838 / -0.7322 Eh

Each line ends with the natural charge from an NBO analysis.
Atoms and positions in Å:
1 N 1.94 0.49 -3.59  -0.29
2 C 1.78 -0.20 0.50  -0.22
3 C 0.46 0.27 0.22  0.46
4 N -0.32 0.72 1.36  -0.16
5 C -1.73 0.40 1.35  -0.27
6 C -1.98 -1.12 1.39  -0.60
7 O -0.10 0.32 -0.87  -0.41
8 H 1.46 0.78 -2.73  0.42
9 H 1.45 0.76 -4.46  0.44
10 H 2.96 0.65 -3.59  0.43
11 H 2.26 -0.70 -0.32  0.23
12 H 2.16 -0.10 1.51  0.24
13 H 0.12 0.57 2.28  0.42
14 H -2.13 0.91 0.48  0.27
15 H -2.16 0.78 2.28  0.27
16 H -1.65 -1.60 0.48  0.23
17 H -1.47 -1.65 2.20  0.24
18 H -3.04 -1.30 1.52  0.29



Copy entry 4 word for word.
The following is a quantum chemistry calculation of a molecular structure, C4H11N2O in a non-equilibrium geometry, from the Open Molecules 2025 dataset.

Values from the calculation:
energy above the lowest of the compared OMol25 structures with the same formula, charge and spin: 829.63 kJ/mol
E_LUMO: -7.4 eV
total charge: +1
maximum force: 6.20 eV Å⁻¹
gap between HOMO and LUMO: 6.34 eV
highest occupied orbital energy: -0.5059 Eh

Each line ends with the natural charge from an NBO analysis.
Atoms and positions in Å:
1 N -0.52 -0.33 1.12  -0.83
2 C 0.44 -0.44 0.08  -0.20
3 C 1.11 0.81 -0.32  0.27
4 C 1.06 2.04 0.51  -0.22
5 O -0.31 2.41 0.79  -0.64
6 C -0.38 -1.31 -1.02  -0.34
7 N -1.64 -1.99 -0.48  -0.80
8 H -0.84 1.84 0.22  0.48
9 H -1.33 -0.95 1.19  0.45
10 H -0.59 0.38 1.84  0.42
11 H 1.29 -1.07 0.44  0.34
12 H 1.48 2.96 0.07  0.26
13 H 1.82 0.79 -1.16  0.25
14 H 1.59 1.93 1.48  0.29
15 H -0.55 -2.28 -0.16  0.42
16 H 0.29 -1.84 -1.71  0.23
17 H -2.08 -2.44 -1.29  0.40
18 H -0.83 -0.53 -1.62  0.23